Record 1
11 unconnected molecules or ions with the total composition C6H35NO11. Source: the OMol25 dataset; level of theory: ωB97M-V with the def2-TZVPD basis set.

Values from the calculation:
HOMO, Eh: -0.33087
Strongest force on any atom, hartree/bohr: 0.08896
LUMO energy, Eh: 0.0029
Energy relative to the best compared isomer or geometry (same formula, charge and spin), kJ/mol: 468.74
Frontier orbital gap, eV: 9.1

ORCA input file:
```
! RIJCOSX wB97M-V def2-TZVPD def2/J DEFGRID3
* xyz 0 1
C 0.95788 1.33648 0.20693
N 0.61356 -0.09093 0.28854
C -0.44974 -0.42972 1.34152
C -0.62922 -1.96738 1.54718
C -1.88953 -2.45438 0.91050
O -1.46619 -2.77785 -0.49053
C 1.60701 1.57687 -1.13313
C 2.94438 2.18742 -0.75236
H 1.68257 1.57249 1.10692
H 0.11503 2.05231 0.30708
H 0.40511 -0.52569 -0.69552
H -0.02704 -0.04615 2.26912
H -1.50753 0.01237 1.16382
H -0.49202 -2.17874 2.67251
H 0.25662 -2.22452 1.03140
H -2.38123 -3.35779 1.49814
H -2.61039 -1.62781 0.72257
H -1.76046 -3.68252 -0.78653
H 1.49876 0.79315 -1.93234
H 0.96707 2.32680 -1.72218
H 3.56060 2.55150 -1.52419
H 3.64072 1.46833 -0.29483
H 2.72538 3.17831 -0.23723
H 1.40415 3.40473 2.74423
H 2.86865 2.87777 2.24611
O 2.00108 2.59886 2.65911
H 0.14274 -2.72470 -1.05168
H 1.40902 -3.46514 -1.20743
O 0.87392 -2.81906 -1.65650
H -0.96472 2.46724 2.98904
H -0.04168 1.68012 3.85394
O -0.69175 2.34861 3.91285
H -2.51165 2.47689 -2.59442
H -3.41186 2.39621 -1.29367
O -2.92027 2.99471 -1.84222
H 1.63976 -4.20578 1.20388
H 2.50534 -3.14268 0.39784
O 2.12935 -4.09334 0.26686
H 1.04123 -0.94437 -3.51237
H 0.28726 -1.97939 -4.34079
O 0.28909 -1.06772 -4.18273
H -1.89980 -1.63125 -1.81022
H -1.38921 -0.67896 -3.03529
O -2.11091 -1.01467 -2.58212
H 2.29212 -0.60021 1.29171
H 3.38057 0.20056 2.10356
O 3.16936 -0.68904 1.73201
H -2.88152 2.07002 0.86700
H -1.73848 3.00928 -0.00484
O -1.99229 2.43282 0.74479
H -4.14247 -0.36541 -1.00391
H -2.82159 0.31158 -1.46340
O -3.67676 0.45974 -0.92873
*
```

Mulliken atomic charge list, values in e, 4 entries: number 1, C, carries 1.407; number 2, N, carries 0.169; number 3, C, carries -0.003; number 4, C, carries -0.067

Record 2
A molecular structure, C6H36AgB3CuN12O6. Source: the OMol25 dataset; level of theory: ωB97M-V with the def2-TZVPD basis set.

Values from the calculation:
HOMO (spin up / spin down), Eh: -0.43230 / -0.42782
Strongest force on any atom, hartree/bohr: 0.13563
LUMO energy (spin up / spin down), Eh: -0.0894 / -0.2085
Frontier orbital gap (spin up / spin down), eV: 9.3 / 6.0
Expectation value of S²: 2.01

ORCA input file:
```
! RIJCOSX wB97M-V def2-TZVPD def2/J DEFGRID3
* xyz 1 3
Ag 11.11942 24.64606 -32.54378
Cu 14.58294 21.83779 -33.88300
B 13.22609 23.75234 -33.06008
H 14.27166 23.59586 -33.27583
H 12.91389 23.24883 -32.15828
H 13.08215 24.81611 -32.95091
H 12.67977 23.48060 -33.94999
B 15.06615 22.64944 -35.95193
H 14.00356 22.58312 -35.77657
H 15.54815 21.76660 -35.56140
H 15.20766 22.75713 -37.01617
H 15.49101 23.53186 -35.49910
B 9.63528 23.43323 -33.95947
H 8.88858 22.93895 -34.56144
H 9.43632 24.47048 -33.73862
H 9.78505 22.90435 -33.03099
H 10.60482 23.43948 -34.43296
C 16.11285 25.18522 -30.35191
O 16.90738 25.90667 -29.76368
N 16.22276 24.98413 -31.59271
N 15.17741 24.47657 -29.83351
H 15.57191 24.41406 -32.11377
H 16.95811 25.47644 -32.07954
H 14.46440 24.10673 -30.44583
H 14.99714 24.61730 -28.84974
C 15.04344 21.05982 -30.63183
O 14.40291 21.23218 -31.66667
N 14.56653 21.51740 -29.54227
N 16.20740 20.48032 -30.58962
H 15.04795 21.51261 -28.65440
H 13.74872 22.10785 -29.49083
H 16.63547 20.54143 -29.67687
H 16.64642 19.99267 -31.35745
C 17.92371 22.35028 -33.30551
O 16.69524 22.46149 -33.41915
N 18.62366 22.95036 -32.42981
N 18.62267 21.53017 -34.00550
H 18.13782 23.73089 -32.01169
H 19.62003 22.88630 -32.58228
H 19.60643 21.39551 -33.82062
H 18.15498 20.97978 -34.71150
C 11.20076 22.16102 -30.05678
O 10.89081 23.09489 -30.77538
N 11.64336 22.34821 -28.85197
N 11.30351 20.87772 -30.33790
H 11.80655 23.26950 -28.47159
H 11.98242 21.48759 -28.44642
H 11.06892 20.64756 -31.29294
H 11.60902 20.16555 -29.69015
C 12.37918 26.88181 -30.11249
O 12.08884 26.07877 -31.00104
N 13.22512 27.82873 -30.30296
N 11.72581 26.91431 -29.01669
H 13.06183 28.32896 -31.16505
H 13.36185 28.42334 -29.49807
H 12.30252 27.42307 -28.36197
H 10.93637 26.39610 -28.65845
C 11.53226 26.19007 -35.42871
O 11.12890 26.14748 -34.23824
N 12.58718 26.90498 -35.82110
N 11.06056 25.53067 -36.44096
H 12.97494 27.61967 -35.22196
H 12.93085 26.82624 -36.76756
H 11.48322 25.67326 -37.34712
H 10.29810 24.90610 -36.22035
*
```

Mulliken atomic charge list, values in e, 4 entries: number 1, Ag, carries 0.049; number 2, Cu, carries -0.151; number 3, B, carries 4.665; number 4, H, carries -0.891

Record 3
A molecular structure, C6H36B3N12NiO6. Source: the OMol25 dataset; level of theory: ωB97M-V with the def2-TZVPD basis set.

Values from the calculation:
HOMO (spin up / spin down), Eh: -0.21736 / -0.21576
Strongest force on any atom, hartree/bohr: 0.05150
LUMO energy (spin up / spin down), Eh: 0.0895 / 0.0893
Energy relative to the best compared isomer or geometry (same formula, charge and spin), kJ/mol: 0.00
Frontier orbital gap (spin up / spin down), eV: 8.3 / 8.3
Expectation value of S²: 2.00

ORCA input file:
```
! RIJCOSX wB97M-V def2-TZVPD def2/J DEFGRID3
* xyz -1 3
Ni -0.51746 -1.80992 -0.72222
B -2.55179 -1.60992 -1.43816
H -1.82643 -0.76002 -1.48060
H -3.02050 -1.63960 -0.38462
H -3.34593 -1.43985 -2.25155
H -2.01529 -2.59682 -1.60055
B 1.46386 -3.07517 -0.72263
H 2.14798 -3.96525 -0.98996
H 0.47944 -3.28107 -1.26395
H 1.35293 -2.99141 0.41467
H 1.96976 -2.17148 -1.21821
B -0.14133 -0.11225 0.61055
H 0.13328 0.79823 1.23448
H 0.57156 -1.00421 0.75700
H -1.22060 -0.41616 0.87113
H -0.02272 0.27401 -0.46357
C 1.21308 -0.52696 -3.15234
O 0.21659 -0.98126 -2.57338
N 2.36760 -1.25324 -3.30819
N 1.34606 0.74539 -3.60688
H 2.58455 -1.86926 -2.53335
H 3.06177 -0.99839 -3.97939
H 0.51803 1.36406 -3.60706
H 2.23752 0.99227 -3.98129
C -2.40801 3.00146 1.78351
O -2.87203 4.13848 1.81020
N -3.15441 1.88968 1.49103
N -1.09945 2.70682 2.05991
H -2.69878 0.99665 1.36035
H -4.13291 1.95887 1.28527
H -0.54838 3.53749 2.19217
H -0.73871 1.88003 1.56742
C 2.64503 2.55218 -0.21320
O 3.69094 3.18102 -0.35952
N 1.50697 2.77201 -0.94955
N 2.50766 1.48550 0.64747
H 0.76578 2.15029 -0.68765
H 1.47228 3.39208 -1.73304
H 1.62422 0.96670 0.68210
H 3.30266 1.28149 1.22166
C -1.53520 2.97599 -2.84900
O -0.72237 2.49611 -3.65110
N -2.32572 2.25308 -2.04075
N -1.62849 4.32555 -2.67370
H -2.27320 1.24207 -2.06807
H -2.73053 2.77087 -1.28637
H -2.30467 4.68117 -2.02197
H -1.18290 4.92168 -3.34395
C -1.86493 -3.54011 1.68250
O -1.17872 -3.10964 0.75699
N -1.35690 -4.36808 2.60086
N -3.14172 -3.11953 1.87442
H -0.43422 -4.71149 2.38100
H -1.79983 -4.61045 3.46417
H -3.66765 -2.68852 1.13336
H -3.55734 -3.08640 2.78717
C 3.02977 -1.14399 3.01406
O 2.97819 -2.09457 2.23792
N 1.97947 -0.42907 3.49575
N 4.24374 -0.62776 3.36598
H 2.08923 -0.01925 4.40418
H 1.10561 -0.82279 3.17266
H 4.36599 0.31766 3.67704
H 5.04754 -1.17503 3.11874
*
```

Mulliken atomic charge list, values in e, 4 entries: number 1, Ni, carries -0.182; number 2, B, carries 1.496; number 3, H, carries -0.836; number 4, H, carries -0.692

Record 4
11 unconnected molecules or ions with the total composition C6H36N2O10. Source: the OMol25 dataset; level of theory: ωB97M-V with the def2-TZVPD basis set.

Values from the calculation:
HOMO, Eh: -0.31786
Strongest force on any atom, hartree/bohr: 0.13184
LUMO energy, Eh: 0.0117
Energy relative to the best compared isomer or geometry (same formula, charge and spin), kJ/mol: 487.58
Frontier orbital gap, eV: 9.0

ORCA input file:
```
! RIJCOSX wB97M-V def2-TZVPD def2/J DEFGRID3
* xyz 0 1
C 1.61043 -1.19709 -0.04977
N 0.92819 -0.00522 0.37912
C -0.58641 0.01299 0.34862
N -1.28196 -0.37192 1.60302
C 1.30637 -2.49874 0.64051
C 0.38363 -3.36085 -0.24537
C 1.08546 -3.93179 -1.52649
C -0.33530 -4.49412 0.45869
H 2.72183 -0.84862 0.06035
H 1.35380 -1.38302 -1.20957
H 1.29044 0.22686 1.34366
H -0.97056 -0.55470 -0.43687
H -0.73169 1.06234 0.22097
H -1.54182 0.35739 2.06938
H -0.83613 -0.97207 2.24118
H 0.80356 -2.44686 1.59186
H 2.13475 -3.07292 0.79852
H -0.48243 -2.60411 -0.57174
H 2.01537 -4.39359 -1.16185
H 0.45005 -4.37395 -2.35502
H 1.21698 -3.01663 -2.17466
H -1.06009 -4.09572 1.13925
H 0.34643 -5.16057 1.01293
H -0.84165 -5.29948 -0.10100
H 2.92657 -0.46151 -4.23790
H 2.52214 0.63524 -3.21111
O 2.20193 0.16336 -3.97021
H 2.14351 2.93930 -1.73760
H 1.75188 4.10945 -0.89731
O 1.40430 3.54548 -1.64691
H 0.96932 2.51797 2.68552
H 1.35186 2.22893 1.25961
O 1.67209 2.22170 2.15497
H -0.50472 3.29537 -0.21399
H -1.46723 4.20713 -0.91507
O -1.35935 3.81073 -0.06785
H 2.37166 -0.55643 3.89329
H 1.77310 -1.58938 4.59045
O 1.53280 -0.89417 4.02275
H -3.25439 -1.91774 1.47314
H -3.74419 -3.27763 0.91384
O -3.63939 -2.26724 0.72872
H -2.10372 2.15376 -2.65804
H -1.39461 2.78967 -3.86761
O -2.15218 2.69442 -3.43812
H -4.18959 0.51262 -1.70348
H -3.65552 -0.38565 -0.41107
O -3.44046 0.17013 -1.17295
H 2.63984 0.82406 -0.40647
H 1.72818 1.50393 -1.49644
O 2.67780 1.36838 -1.21169
H -2.14625 2.46861 3.63195
H -1.60148 3.24978 2.33437
O -1.43427 2.53543 2.96061
*
```

Mulliken atomic charge list, values in e, 4 entries: number 1, C, carries -0.286; number 2, N, carries 0.033; number 3, C, carries -0.877; number 4, N, carries -0.280